1.
The following is a DFT calculation (ωB97M-V/def2-TZVPD) of a structure of composition C47H47F6IN2O2 in a non-equilibrium geometry.

Values from the calculation:
Net charge: 0
Multiplicity: 1

Last column: Mulliken charge in e.
Geometry (Å):
C -2.28 -3.05 5.95  -1.4066
C -3.20 -2.39 4.96  -0.1297
O -2.47 -1.69 3.95  -0.4786
C -2.90 -0.43 3.57  2.0010
C -1.75 0.13 2.83  -0.4606
N -0.87 0.51 2.18  -0.6490
C -4.04 -0.37 2.53  -0.5019
C -5.06 -1.49 2.47  -1.0963
C -6.16 -1.54 3.53  -0.9217
C -6.69 -0.21 4.00  -0.1333
O -7.34 -0.42 5.24  -0.3985
C -7.45 0.75 6.01  -0.8051
C -3.14 0.57 4.74  -1.0146
I -1.52 0.60 6.17  0.1828
C -3.20 1.91 4.23  0.3518
N -3.22 2.92 3.66  -0.5503
H -2.91 -3.71 6.53  0.4305
H -1.80 -2.35 6.61  0.2210
H -1.58 -3.68 5.43  0.3417
H -3.72 -3.20 4.47  0.3742
H -3.96 -1.81 5.47  0.2159
H -4.57 0.57 2.58  0.7946
H -3.56 -0.35 1.57  -0.3876
H -5.47 -1.43 1.48  0.6960
H -4.51 -2.43 2.48  0.2727
H -7.00 -2.06 3.08  0.4646
H -5.91 -2.13 4.40  0.3375
H -7.39 0.21 3.28  0.3046
H -5.90 0.52 4.18  0.1898
H -7.47 1.64 5.39  0.3475
H -8.39 0.73 6.53  0.2981
H -6.67 0.83 6.76  0.2668
H -4.05 0.35 5.27  0.7374
F 3.07 6.56 0.68  -0.3535
C 2.25 5.50 0.92  0.2710
C 2.38 4.37 0.15  -0.6643
C 1.55 3.29 0.40  -0.3239
C 0.60 3.36 1.40  -0.6633
C 0.47 4.52 2.16  -0.3612
C 1.31 5.60 1.92  -0.5177
H 3.12 4.33 -0.64  0.4867
H 1.65 2.39 -0.19  0.7893
H -0.05 2.52 1.58  0.5347
H -0.28 4.58 2.94  0.4282
H 1.24 6.51 2.51  0.4434
F 5.60 -1.72 -0.72  -0.3135
C 5.36 -0.71 0.15  0.4296
C 4.08 -0.54 0.65  -0.4896
C 3.84 0.48 1.54  -0.3807
C 4.87 1.33 1.93  -0.6548
C 6.15 1.15 1.42  -0.3418
C 6.40 0.11 0.53  -0.4717
H 3.29 -1.21 0.33  0.4686
H 2.84 0.63 1.94  0.5213
H 4.67 2.13 2.62  0.4268
H 6.95 1.81 1.71  0.3816
H 7.39 -0.05 0.12  0.4303
F 6.46 -8.41 1.07  -0.3144
C 6.52 -7.30 0.31  0.3801
C 6.17 -6.09 0.87  -0.5767
C 6.23 -4.94 0.09  -0.1502
C 6.63 -5.03 -1.24  -0.5125
C 6.97 -6.26 -1.79  -0.2910
C 6.92 -7.41 -1.01  -0.4680
H 5.86 -6.04 1.90  0.4112
H 5.97 -3.99 0.51  0.3179
H 6.67 -4.14 -1.85  0.4225
H 7.27 -6.33 -2.82  0.3592
H 7.18 -8.37 -1.41  0.4058
F -4.96 -0.90 -0.46  -0.3074
C -3.95 -0.77 -1.35  0.3517
C -3.92 -1.57 -2.47  -0.7530
C -2.87 -1.43 -3.37  -0.4477
C -1.86 -0.50 -3.12  -0.8041
C -1.92 0.30 -1.98  -0.5273
C -2.97 0.17 -1.09  -0.1516
H -4.70 -2.30 -2.64  0.4286
H -2.82 -2.05 -4.25  0.4045
H -1.04 -0.40 -3.80  0.7092
H -1.14 1.02 -1.79  0.5760
H -3.04 0.78 -0.20  0.5677
F -0.56 -0.42 -5.87  -0.2899
C -0.21 0.78 -6.39  0.5421
C -0.73 1.93 -5.82  -0.7006
C -0.36 3.16 -6.34  -0.5074
C 0.50 3.22 -7.43  -0.6974
C 1.01 2.05 -7.98  -0.8124
C 0.65 0.82 -7.46  -0.6270
H -1.41 1.85 -4.98  0.7666
H -0.75 4.07 -5.91  0.4879
H 0.79 4.18 -7.84  0.4319
H 1.68 2.10 -8.83  0.4481
H 1.04 -0.10 -7.87  0.4804
F 3.24 2.75 -2.25  -0.2596
C 2.54 2.37 -3.34  0.1829
C 3.21 1.79 -4.40  -1.3202
C 2.48 1.39 -5.51  -0.6159
C 1.11 1.59 -5.55  0.9883
C 0.46 2.19 -4.48  0.1457
C 1.18 2.57 -3.36  -0.2426
H 4.28 1.64 -4.34  0.4607
H 2.99 0.93 -6.34  0.5001
H 0.54 1.29 -6.42  -0.8318
H -0.61 2.35 -4.51  0.7640
H 0.69 3.03 -2.51  0.7060

=====

2.
The following is a DFT calculation (ωB97M-V/def2-TZVPD) of a structure of composition C47H48CoN3O2Te in a non-equilibrium geometry.

Values from the calculation:
Net charge: +1
Multiplicity: 4

Last column: Mulliken charge in e.
Geometry (Å):
Co 1.47 24.22 3.65  -0.4742
C 0.32 29.72 0.28  -1.3293
C 1.81 29.38 0.20  1.7924
C 2.24 29.37 -1.28  -1.6076
C 2.64 30.46 0.95  -1.8496
C 1.96 28.00 0.91  0.4828
C 1.39 26.84 0.34  -0.5989
C 1.36 25.65 1.04  -0.8736
N 1.86 25.53 2.31  0.0908
C 2.59 26.63 2.77  -0.5211
C 2.59 27.88 2.16  0.4660
C 3.25 26.33 4.02  -0.5419
C 4.10 27.22 4.70  0.3060
C 4.62 26.81 5.94  0.2281
C 4.23 25.54 6.44  -0.6995
C 3.49 24.69 5.68  -0.6789
N 2.93 25.09 4.52  -0.2995
C 5.60 27.71 6.66  1.9691
C 6.79 28.03 5.72  -1.3963
C 6.15 27.07 7.94  -2.0244
C 4.83 28.99 7.04  -1.4112
H 0.11 30.65 -0.26  0.4381
H 0.00 29.83 1.36  0.2922
H -0.31 28.90 -0.13  0.2359
H 2.28 30.41 -1.69  0.4374
H 1.52 28.79 -1.88  0.3438
H 3.25 28.91 -1.37  0.3619
H 2.52 31.42 0.40  0.4034
H 3.74 30.22 0.94  0.4035
H 2.35 30.56 2.03  0.3437
H 1.02 26.91 -0.68  0.4882
H 0.89 24.77 0.61  0.5826
H 3.04 28.72 2.67  0.4142
H 4.37 28.14 4.24  0.5342
H 4.57 25.20 7.41  0.5247
H 3.24 23.71 6.06  0.5231
H 7.19 27.11 5.20  0.3088
H 7.63 28.46 6.34  0.4201
H 6.52 28.77 4.92  0.3166
H 6.64 26.11 7.69  0.4443
H 5.34 26.89 8.71  0.3236
H 6.90 27.76 8.36  0.4764
H 4.52 29.57 6.14  0.3327
H 5.44 29.63 7.73  0.4076
H 3.84 28.77 7.57  0.3023
C -0.73 20.88 9.16  -1.5749
C -0.18 21.35 7.85  0.4376
C 0.64 20.51 7.11  -1.2639
C 1.26 20.95 5.94  0.2954
C 2.37 20.10 5.32  -0.0348
O 2.66 20.20 4.13  -0.5766
C 3.07 19.06 6.12  0.6535
C 3.52 17.93 5.37  -0.4877
C 4.28 16.97 6.00  -0.6185
C 4.56 17.09 7.37  -0.2787
C 4.03 18.13 8.12  -0.8601
C 3.30 19.11 7.51  -0.1207
C 0.73 22.17 5.32  0.9058
O 1.05 22.41 4.06  -1.2787
C -0.12 23.03 6.07  0.7190
C -0.46 22.64 7.36  -0.8955
C -0.68 24.34 5.51  0.6821
N -0.17 24.99 4.49  0.0818
C -0.98 25.97 3.69  -0.1206
C -1.61 25.29 2.51  -1.6122
Te -2.55 26.49 0.90  0.2004
C -4.44 25.98 1.74  -0.3172
C -4.90 26.76 2.81  -0.1584
C -5.97 26.34 3.57  -0.4992
C -6.62 25.14 3.27  -0.5050
C -6.21 24.39 2.19  -0.4513
C -5.12 24.81 1.40  -0.2338
C -1.78 24.96 6.28  0.0413
C -1.80 26.33 6.61  -0.2989
C -2.90 26.96 7.12  -0.6641
C -4.01 26.21 7.48  -0.4777
C -3.99 24.82 7.27  -0.8835
C -2.91 24.22 6.65  -0.3225
H -0.46 19.84 9.38  0.3636
H -1.83 20.99 9.16  0.3241
H -0.37 21.50 9.99  0.3419
H 0.84 19.51 7.45  0.9481
H 3.23 17.85 4.31  0.3585
H 4.65 16.11 5.45  0.3775
H 5.18 16.36 7.86  0.3928
H 4.21 18.14 9.22  0.3492
H 2.87 19.95 8.06  0.5006
H -0.96 23.35 8.00  0.8507
H -0.28 26.76 3.38  0.0357
H -1.75 26.41 4.34  0.6206
H -2.42 24.61 2.74  0.6650
H -0.87 24.72 1.94  0.3141
H -4.36 27.66 3.05  0.4336
H -6.25 26.94 4.43  0.3885
H -7.47 24.81 3.85  0.4222
H -6.72 23.47 1.93  0.4013
H -4.78 24.25 0.53  0.4081
H -0.92 26.93 6.42  0.5047
H -2.96 28.04 7.25  0.4384
H -4.91 26.66 7.90  0.4361
H -4.85 24.20 7.56  0.3698
H -2.95 23.16 6.44  0.5841

=====

3.
The following is a DFT calculation (ωB97M-V/def2-TZVPD) of a cluster of 10 separate species, C47H48F42N12O28S14 in total in a non-equilibrium geometry.

Values from the calculation:
Net charge: -2
Relative energy (zero: lowest compared OMol25 entry of this formula, charge and spin) (kcal/mol): 60.6
Multiplicity: 1

Last column: Mulliken charge in e.
Geometry (Å):
C 4.09 -4.04 -7.34  -1.6307
C 2.63 -3.66 -7.11  0.6945
C 2.06 -4.88 -6.51  -1.4046
N 0.52 -4.90 -6.18  0.5991
C 0.24 -6.38 -5.62  -0.9205
C -1.26 -6.72 -5.28  -0.3243
C -2.05 -6.47 -6.48  -1.1782
C -1.86 -5.14 -7.13  -0.2280
C -0.38 -4.84 -7.45  -0.8763
C 0.14 -3.83 -5.15  -0.8188
H 4.86 -3.26 -7.26  0.4128
H 4.28 -4.48 -8.32  0.3934
H 4.57 -4.70 -6.63  0.4023
H 2.29 -3.31 -8.09  0.2596
H 2.66 -2.90 -6.33  -0.1056
H 2.52 -4.97 -5.53  0.3783
H 2.37 -5.78 -7.05  0.5983
H 0.77 -7.06 -6.28  0.6001
H 0.84 -6.29 -4.71  0.5625
H -1.36 -7.80 -5.26  0.3974
H -1.52 -6.18 -4.36  0.1999
H -1.77 -7.23 -7.22  0.4129
H -3.12 -6.69 -6.50  0.4503
H -2.41 -4.94 -8.04  0.6373
H -2.20 -4.55 -6.27  -0.0790
H 0.09 -5.55 -8.13  0.4516
H -0.33 -3.93 -8.06  0.5190
H -0.81 -4.06 -4.67  0.5109
H 0.03 -2.89 -5.69  0.6058
H 0.94 -3.77 -4.40  -0.4932
C -1.02 -7.46 10.67  -0.9587
N -0.52 -6.85 9.34  -0.0052
C 0.60 -6.13 9.39  -0.2084
C 1.12 -5.48 8.27  -0.7384
C 0.47 -5.65 7.00  0.8140
C -0.75 -6.36 7.01  -0.9039
C -1.23 -6.96 8.19  -0.1357
C 0.86 -4.89 5.83  1.2322
C 0.71 -5.37 4.52  -0.9663
C 0.81 -4.52 3.40  -0.1887
N 1.25 -3.28 3.53  0.4165
C 1.48 -2.79 4.79  -0.0532
C 1.25 -3.56 5.97  -1.3584
C 1.29 -2.40 2.34  0.1840
H -0.98 -6.65 11.40  0.4283
H -0.61 -8.45 10.81  0.3315
H -2.07 -7.73 10.54  0.3329
H 1.15 -6.08 10.32  0.4669
H 2.06 -4.96 8.36  0.5337
H -1.26 -6.62 6.09  0.4860
H -2.13 -7.55 8.32  0.3951
H 0.41 -6.36 4.24  0.5245
H 0.67 -4.92 2.41  0.7004
H 1.60 -1.71 4.78  0.3590
H 1.27 -3.15 6.97  0.5629
H 1.80 -2.86 1.49  0.0153
H 1.92 -1.57 2.69  -0.1228
H 0.34 -2.06 1.94  -0.0998
C 1.65 -0.29 -3.76  -1.3272
N 1.35 0.60 -2.70  1.1682
C 1.36 1.99 -2.95  -0.6820
C 1.13 2.84 -1.84  -1.2386
C 0.68 2.34 -0.60  0.5012
C 0.61 0.95 -0.45  -0.1200
C 1.06 0.13 -1.42  -0.1836
C 0.36 3.28 0.46  0.3203
C -0.88 3.46 1.05  -0.8353
C -1.04 4.35 2.14  -0.8912
N 0.04 5.04 2.61  0.7636
C 1.27 4.86 2.07  0.2909
C 1.49 4.01 1.03  -1.0849
C -0.06 5.84 3.93  -0.2902
H 1.40 0.16 -4.72  0.5259
H 1.01 -1.16 -3.65  0.2354
H 2.73 -0.43 -3.82  0.2719
H 1.61 2.27 -3.97  0.7580
H 1.06 3.90 -2.07  0.6501
H 0.27 0.55 0.50  0.5993
H 0.99 -0.94 -1.25  -0.1388
H -1.66 2.82 0.68  0.9395
H -1.97 4.45 2.68  0.7284
H 2.06 5.37 2.61  -0.1196
H 2.49 3.76 0.69  0.5855
H 0.82 5.54 4.50  0.2280
H -0.93 5.47 4.48  -0.0976
H -0.04 6.92 3.74  0.2138
C -1.17 -3.04 -1.49  0.5030
F -0.91 -2.12 -0.65  -0.1016
F -2.21 -3.68 -0.88  -0.2207
F -1.52 -2.52 -2.69  -0.0465
S 0.35 -4.22 -1.64  0.2620
O 0.45 -4.76 -0.29  -0.2548
O 0.18 -5.25 -2.65  -0.5335
N 1.61 -3.15 -2.07  0.0017
S 2.76 -4.00 -1.58  0.8124
O 2.99 -3.76 -0.14  -0.7090
O 2.77 -5.46 -1.95  -0.6909
C 4.28 -3.07 -2.60  0.5334
F 4.25 -3.37 -3.87  -0.1845
F 4.12 -1.74 -2.40  -0.2185
F 5.45 -3.33 -2.07  -0.2161
C -8.91 1.71 -1.54  0.6310
F -9.00 1.28 -0.21  -0.2346
F -8.14 0.90 -2.32  -0.1843
F -10.15 1.70 -2.06  -0.2129
S -8.24 3.45 -1.73  0.9086
O -8.00 3.65 -3.14  -0.5474
O -9.16 4.45 -1.21  -0.6329
N -6.77 3.38 -0.73  -0.4070
S -5.74 3.58 -1.80  1.0872
O -5.65 2.37 -2.65  -0.6113
O -5.72 4.90 -2.42  -0.6824
C -4.03 3.39 -0.69  0.3846
F -4.06 2.21 -0.04  -0.1600
F -2.92 3.28 -1.41  -0.1346
F -4.00 4.35 0.19  -0.0727
C 5.36 0.35 2.94  0.4416
F 6.07 1.43 3.38  -0.1985
F 5.84 -0.70 3.71  -0.2476
F 4.03 0.48 3.19  -0.0817
S 5.68 0.05 1.08  0.8730
O 7.05 -0.44 0.87  -0.6341
O 4.65 -0.97 0.75  -0.4939
N 5.34 1.69 0.49  -0.3970
S 5.12 1.37 -0.96  0.8576
O 6.20 0.67 -1.62  -0.6874
O 3.79 0.83 -1.15  -0.0787
C 5.18 3.20 -1.68  0.3158
F 4.88 3.18 -3.02  -0.2397
F 4.20 3.87 -1.09  -0.1016
F 6.40 3.65 -1.42  -0.1970
C -2.46 1.43 -4.92  0.3525
F -3.69 1.88 -5.04  -0.2017
F -1.67 2.39 -5.44  -0.2689
F -2.24 1.28 -3.61  -0.0342
S -1.93 -0.16 -5.91  1.2186
O -0.45 -0.09 -6.03  -0.7352
O -2.49 -1.29 -5.20  -0.5500
N -2.56 0.23 -7.44  -0.3223
S -3.52 -0.78 -7.80  0.9384
O -2.98 -2.11 -8.11  -0.5729
O -4.75 -0.71 -7.10  -0.6466
C -3.94 0.08 -9.43  0.5230
F -4.96 -0.43 -10.10  -0.2310
F -4.44 1.32 -9.10  -0.2458
F -2.89 0.17 -10.31  -0.2448
C 5.72 5.76 5.37  0.4753
F 6.67 6.54 4.87  -0.2377
F 6.08 4.48 5.21  -0.1855
F 5.52 6.13 6.60  -0.2164
S 4.03 6.05 4.52  1.0216
O 3.33 4.85 4.86  -0.5726
O 3.40 7.20 5.12  -0.5986
N 4.58 6.07 2.87  -0.2668
S 4.20 7.42 2.50  0.9206
O 2.77 7.69 2.43  -0.6189
O 4.94 8.50 3.12  -0.6537
C 4.67 7.40 0.63  0.5878
F 4.58 8.58 0.07  -0.2074
F 5.88 6.82 0.46  -0.2523
F 3.79 6.57 0.04  -0.2075
C -2.57 8.38 1.87  0.6591
F -2.10 9.04 2.86  -0.2338
F -2.73 9.25 0.89  -0.2470
F -1.65 7.49 1.52  -0.2234
S -4.24 7.55 2.44  0.8012
O -4.83 8.61 3.28  -0.6230
O -5.02 7.12 1.26  -0.5607
N -3.53 6.30 3.37  -0.0610
S -4.35 6.18 4.63  0.8942
O -3.95 7.06 5.73  -0.6897
O -5.79 6.20 4.33  -0.6782
C -3.88 4.33 5.13  0.6268
F -2.57 4.25 5.39  -0.2774
F -4.49 4.03 6.24  -0.2416
F -4.20 3.36 4.24  -0.1921
C -2.99 -1.03 2.20  0.4347
F -2.67 -2.32 2.01  -0.1745
F -2.29 -0.29 1.29  -0.1311
F -4.30 -0.68 2.00  -0.1882
S -2.42 -0.61 4.06  0.8703
O -3.40 0.29 4.64  -0.5103
O -2.47 -1.91 4.70  -0.7794
N -0.75 -0.21 3.85  -0.0324
S -0.71 1.04 4.72  0.6087
O -1.24 2.19 4.09  -0.0173
O -1.14 0.80 6.12  -0.7285
C 1.17 1.45 4.92  0.1627
F 1.47 2.40 5.79  -0.1718
F 1.86 0.37 5.28  -0.2452
F 1.68 1.85 3.74  -0.0589

=====

Energy (computed, eV): -80959.9369; -102998.4542; -390536.7237